Entry 1:
DFT (wB97M-V/def2-TZVPD) results for a structure of composition C36H32Cl2N4O2PY at a distorted geometry.

```
78
Properties=species:S:1:pos:R:3:forces:R:3
Y -0.1242 0.1390 0.0934 -0.24 2.29 0.50
C -1.7478 -2.1498 2.7009 0.06 0.28 -0.24
C -2.1488 -0.6772 2.6003 0.25 0.03 0.23
C -3.4776 -0.4092 3.3058 0.19 0.07 -0.33
C -1.0639 0.2765 3.1485 -0.53 0.09 0.10
C -0.6327 0.0003 4.6034 -0.80 0.24 0.06
O 0.7672 -0.2268 4.5053 0.55 -0.15 -0.04
C 1.1483 -0.0857 3.2471 -0.22 0.24 -0.20
N 0.2065 0.1844 2.3953 0.54 -0.16 0.50
C 2.6015 -0.1664 3.0391 0.60 -0.13 0.13
C 3.3686 -0.1871 4.2137 -0.18 0.01 -0.01
C 4.7488 -0.1785 4.1871 0.04 0.00 -0.15
C 5.4130 -0.1579 2.9709 -0.11 0.00 0.08
C 4.6779 -0.1590 1.7990 -0.18 0.02 0.04
C 3.2825 -0.1671 1.8087 -0.03 -0.07 -0.07
P 2.5217 -0.1039 0.1461 1.82 0.00 0.23
C 3.2478 1.4522 -0.4765 -0.21 -0.16 -0.09
C 4.3709 1.5006 -1.2937 -0.07 0.00 -0.01
C 4.8669 2.7262 -1.7072 0.04 0.03 -0.01
C 4.2621 3.9025 -1.2963 -0.08 -0.01 0.05
C 3.1502 3.8587 -0.4663 -0.07 0.14 0.02
C 2.6371 2.6382 -0.0649 -0.07 -0.26 -0.05
C 3.2927 -1.4370 -0.8109 -0.23 -0.01 0.03
C 3.2054 -1.3587 -2.2028 -0.01 0.03 0.14
C 3.7621 -2.3532 -2.9847 -0.02 -0.01 -0.06
C 4.3788 -3.4429 -2.3867 -0.03 0.01 0.04
C 4.4193 -3.5467 -1.0054 0.01 -0.08 -0.04
C 3.8744 -2.5510 -0.2115 -0.06 0.16 -0.01
H -2.4870 -2.7605 2.1892 0.02 -0.06 -0.05
H -1.7046 -2.4880 3.7333 0.04 0.01 0.11
H -0.7805 -2.3260 2.2228 -0.08 -0.14 0.09
H -2.2728 -0.4401 1.5247 -0.13 -0.04 0.24
H -3.4141 -0.6502 4.3634 0.01 -0.06 0.15
H -4.2603 -1.0233 2.8698 -0.11 -0.07 0.02
H -3.7679 0.6355 3.2143 -0.08 0.12 0.02
H -1.4336 1.3090 3.0497 0.04 -0.22 0.04
H -1.0979 -0.8836 5.0449 0.09 0.09 -0.10
H -0.7946 0.8523 5.2685 0.05 -0.13 -0.11
H 2.8582 -0.1918 5.1628 0.04 0.00 0.06
H 5.3021 -0.1756 5.1131 0.04 -0.02 0.08
H 6.4911 -0.1344 2.9349 0.09 -0.02 -0.02
H 5.1937 -0.1449 0.8483 0.05 -0.01 0.00
H 4.8554 0.5900 -1.6140 0.03 -0.06 -0.03
H 5.7308 2.7634 -2.3517 0.11 -0.01 -0.05
H 4.6554 4.8547 -1.6183 0.03 0.07 -0.01
H 2.6932 4.7798 -0.1363 -0.05 0.07 0.04
H 1.7740 2.5858 0.6027 0.12 0.14 0.02
H 2.7198 -0.5064 -2.6642 0.06 -0.02 -0.07
H 3.7185 -2.2801 -4.0604 -0.01 0.01 -0.11
H 4.8216 -4.2133 -2.9992 0.02 -0.07 -0.04
H 4.8778 -4.4074 -0.5439 0.05 -0.07 0.05
H 3.9098 -2.6377 0.8656 0.05 -0.02 0.03
Cl -2.7686 -3.9292 -0.5104 -0.10 -0.15 0.12
C -2.1337 -3.0131 -1.8082 0.74 1.07 0.37
C -2.3951 -3.3990 -3.1232 0.13 0.15 -0.70
C -1.8856 -2.6897 -4.1870 -0.11 -0.16 0.56
Cl -2.2282 -3.2125 -5.7837 0.01 -0.02 -0.20
C -1.0957 -1.5294 -3.9678 -0.05 -0.02 0.40
C -0.5280 -0.7416 -4.9846 0.10 0.19 0.22
C 0.1875 0.3839 -4.6460 -0.09 -0.11 -0.01
C 0.3307 0.7277 -3.2977 0.01 0.08 0.04
N -0.1667 0.0078 -2.3054 0.24 -0.05 -0.38
C -0.8631 -1.1233 -2.6243 -0.39 -0.63 0.04
C -1.3590 -1.8856 -1.5208 -0.90 -1.38 -1.85
O -1.0878 -1.5054 -0.2956 -0.79 -1.44 0.36
H -3.0048 -4.2723 -3.2951 -0.03 -0.07 -0.07
H -0.6674 -1.0341 -6.0144 0.01 0.04 -0.09
H 0.6329 1.0112 -5.4013 0.02 0.05 -0.06
H 0.8723 1.6246 -3.0134 0.03 0.00 -0.06
N -2.9405 1.9750 -0.1125 -0.21 -0.10 -0.02
C -3.4535 3.2122 -0.0974 0.29 0.13 0.03
C -2.3946 4.0932 -0.0443 0.04 -0.15 0.00
C -1.2594 3.2886 -0.0363 -0.28 -0.01 0.02
N -1.5906 1.9923 -0.0737 -0.14 0.18 0.03
H -3.4588 1.1068 -0.1834 0.22 0.17 0.03
H -4.5077 3.3993 -0.1174 -0.26 -0.07 -0.04
H -2.4333 5.1613 -0.0117 -0.05 0.22 -0.02
H -0.2304 3.6023 -0.0130 0.13 -0.06 0.02
```
Forces are in eV/Å.

Computed properties:
ΔE to the lowest compared entry with this formula, charge and spin ... 10.50 kcal per mole
Charge ... +2

Atom charges from the Mulliken analysis, given in e for atoms 1 to 6: Y 0.510; C -1.488; C 1.283; C -1.736; C -0.223; C -0.760

=====

Entry 2:
DFT (wB97M-V/def2-TZVPD) results for a structure of composition C29H45AsN5O3RbS3.

```
87
Properties=species:S:1:pos:R:3:forces:R:3
Rb -0.4059 1.2302 -0.0691 -0.31 0.29 0.33
C -3.1650 2.7993 2.3757 -0.01 0.05 0.03
C -3.3519 1.2773 2.3770 -0.03 -0.03 -0.03
N -2.1030 0.5348 2.4575 -0.01 0.07 -0.03
C -1.4807 0.3918 3.7541 0.00 -0.05 -0.04
C -0.7901 1.6393 4.3114 -0.08 0.00 0.11
S 0.3571 2.5255 3.2163 0.10 -0.06 -0.06
C -0.4646 4.1342 3.0165 -0.02 0.08 0.07
C -1.3219 4.3356 1.7641 0.00 0.01 -0.06
N -2.1486 3.2025 1.4334 0.01 -0.03 -0.01
H -2.8849 3.1402 3.3741 0.01 -0.02 -0.01
H -4.1437 3.2605 2.1784 -0.01 -0.02 -0.01
H -3.8247 0.9922 1.4338 0.02 0.02 -0.02
H -4.0537 1.0040 3.1826 0.01 0.03 0.02
H -2.2057 -0.3701 2.0203 0.01 -0.02 0.03
H -0.7363 -0.4005 3.6585 0.01 0.01 0.00
H -2.1954 0.0669 4.5313 -0.01 0.00 0.00
H -0.2260 1.3305 5.1940 0.03 0.00 -0.02
H -1.5193 2.3657 4.6660 0.01 0.00 -0.02
H 0.3295 4.8821 3.0246 0.00 -0.01 -0.02
H -1.0366 4.3017 3.9309 -0.01 -0.02 -0.01
H -0.6745 4.5069 0.9011 0.01 -0.01 0.01
H -1.8869 5.2711 1.9208 -0.01 0.00 0.02
H -2.4898 3.2866 0.4759 0.00 0.02 0.01
S -2.3334 3.3726 -1.9578 0.17 0.00 0.00
C -0.7411 3.9968 -2.2617 -0.10 -0.04 0.00
C -0.4896 4.7960 -3.4040 0.02 0.02 -0.03
C 0.7703 5.2796 -3.6528 -0.03 0.00 -0.01
C 1.8110 4.9846 -2.7663 -0.02 -0.03 0.03
C 1.4944 4.2082 -1.6726 -0.04 0.04 -0.06
N 0.2751 3.7217 -1.4159 0.10 -0.04 0.09
H -1.3141 5.0116 -4.0689 0.00 -0.01 0.00
H 0.9509 5.8896 -4.5303 0.01 0.00 0.00
H 2.8173 5.3516 -2.9138 0.00 0.01 -0.01
H 2.2622 3.9576 -0.9431 0.00 0.00 0.01
O 5.2013 -3.0923 4.2532 -0.03 0.03 0.01
C 4.6932 -1.7680 4.3692 0.02 -0.05 0.00
N 5.0240 -1.0349 3.1928 -0.02 -0.03 -0.07
C 4.2857 -0.9729 2.0498 -0.04 0.12 0.04
O 4.6647 -0.3508 1.0750 0.05 -0.03 0.00
C 2.9598 -1.6757 2.0234 0.03 -0.03 0.03
C 2.8617 -3.0594 2.0012 -0.01 -0.03 -0.01
C 1.6152 -3.6295 1.7930 0.02 0.02 0.01
C 0.5224 -2.7934 1.6238 0.00 -0.01 0.01
N 0.5996 -1.4630 1.6727 0.04 -0.01 -0.01
C 1.7994 -0.9239 1.8736 -0.05 0.02 -0.09
H 5.1038 -3.5382 5.1018 0.01 0.00 -0.02
H 5.1386 -1.2641 5.2289 0.00 0.02 0.00
H 3.6076 -1.7783 4.4854 -0.01 0.00 0.00
H 5.9434 -0.6268 3.1140 0.01 -0.01 0.02
H 3.7454 -3.6715 2.1287 0.00 -0.01 0.01
H 1.4894 -4.7024 1.7486 0.01 0.00 0.00
H -0.4604 -3.2110 1.4374 0.00 0.02 0.00
H 1.8452 0.1609 1.9127 0.02 0.00 0.00
C -4.5680 -1.5910 -1.9010 0.01 0.02 -0.04
As -2.8694 -0.7722 -1.3796 -0.09 0.00 -0.06
C -2.2855 -0.1932 -3.1510 -0.03 0.01 0.05
C -1.7746 -2.4183 -1.1881 0.05 -0.10 0.02
C -1.7011 -3.3156 -2.3806 -0.02 0.05 0.01
C -2.6157 -4.3506 -2.5663 0.01 -0.02 -0.02
C -2.5612 -5.1566 -3.6950 0.00 0.00 0.00
C -1.5880 -4.9410 -4.6600 -0.01 0.00 0.01
C -0.6700 -3.9142 -4.4839 0.02 0.03 0.01
C -0.7246 -3.1087 -3.3559 -0.02 -0.03 -0.02
H -4.4330 -2.2810 -2.7341 0.00 0.01 0.01
H -5.2472 -0.7939 -2.2021 -0.01 -0.01 0.00
H -5.0060 -2.1184 -1.0539 -0.01 0.00 0.00
H -2.4781 -0.9689 -3.8918 -0.03 0.02 -0.02
H -1.2208 0.0375 -3.1333 0.02 -0.02 0.04
H -2.8166 0.7282 -3.3863 -0.01 -0.03 -0.04
H -2.1963 -2.9414 -0.3258 0.02 -0.02 0.00
H -0.7791 -2.0602 -0.9181 0.00 0.00 0.00
H -3.3776 -4.5300 -1.8156 0.00 0.01 0.00
H -3.2808 -5.9561 -3.8193 0.00 0.00 0.00
H -1.5451 -5.5671 -5.5417 0.00 0.00 0.00
H 0.0916 -3.7353 -5.2330 0.00 -0.01 0.00
H -0.0150 -2.2996 -3.2229 0.01 0.01 0.01
C 3.2974 0.7476 -2.6281 0.14 0.00 -0.02
S 2.3476 -0.1067 -1.3837 -0.19 0.10 0.00
C 3.1249 -1.7092 -1.4993 0.09 -0.06 -0.08
O 0.9673 -0.2703 -1.9558 0.18 -0.23 -0.09
H 4.3332 0.8059 -2.2921 0.00 0.02 -0.04
H 2.8751 1.7476 -2.7196 -0.01 0.00 0.02
H 3.2126 0.2172 -3.5762 0.00 -0.02 0.01
H 4.1538 -1.6336 -1.1487 -0.03 0.01 0.00
H 3.0693 -2.0536 -2.5320 0.00 0.00 0.00
H 2.5608 -2.3804 -0.8528 0.00 0.01 0.01
```
Forces are in eV/Å.

Computed properties:
ΔE to the lowest compared entry with this formula, charge and spin ... 4.36 kcal per mole
Charge ... 0

Atom charges from the Mulliken analysis, given in e for atoms 1 to 6: Rb 0.555; C -1.038; C -0.791; N 0.536; C -0.817; C -0.825

=====

no.,calculated total energy (Ha)
1,-3060.2866
2,-5085.9824